Arrangement P

Entry from OMol25: the molecule C4H6OS (ωB97M-V/def2-TZVPD).

Structure (ORCA input):
```
! wB97M-V def2-TZVPD RIJCOSX def2/J DEFGRID3
* xyz 0 1
C 1.5133 0.8783 -0.0109
C 0.4610 0.0634 -0.1304
C 0.4178 -1.4709 0.0247
C -0.8673 0.8120 -0.0298
O -0.9374 2.0562 0.0229
S -2.1965 -0.2385 -0.0198
H 2.4754 0.4528 0.0290
H 1.4083 2.0242 -0.0420
H 1.4058 -2.0313 -0.2530
H -0.6221 -1.7464 -0.6525
H 0.0779 -1.5965 1.0889
H -3.1362 0.7969 -0.0270
*
```

## Properties
SMILES string: C=C(C)C(=O)S
Kohn-Sham gap, eV: 10.12
HOMO, eV: -9.9

---

Arrangement Q

Entry from OMol25: a cluster of 2 separate species, C4H6OS in total (ωB97M-V/def2-TZVPD).

Structure (ORCA input):
```
! wB97M-V def2-TZVPD RIJCOSX def2/J DEFGRID3
* xyz 0 1
C 1.4783 -1.3804 0.0822
C 0.5318 1.9888 0.0996
C 0.9880 -0.4473 -0.7242
C 0.7565 0.8764 -0.2948
O -1.9184 -0.3688 -0.9592
S -2.5673 0.0008 0.2957
H 1.6515 -2.3878 -0.2539
H 1.7289 -1.1632 1.1085
H -1.9269 1.1960 0.6943
H 0.3700 2.9780 0.4077
H 0.7169 -0.6520 -1.7511
H -1.8094 -0.6406 1.2953
*
```

## Properties
Kohn-Sham gap, eV: 9.70
HOMO, eV: -9.2

---

Arrangement R

Entry from OMol25: the molecule C4H6OS (ωB97M-V/def2-TZVPD).

Structure (ORCA input):
```
! wB97M-V def2-TZVPD RIJCOSX def2/J DEFGRID3
* xyz 0 1
C 1.3749 -0.4214 1.1243
C 0.3318 -0.6286 0.1050
O 0.0975 -1.7503 -0.3580
C -0.3150 0.6555 -0.2744
C -1.5858 0.3465 -1.0162
S 0.2739 2.1676 -0.2190
H 1.5642 -1.2773 1.7713
H 1.2567 0.3903 1.7745
H 2.3482 -0.1256 0.6453
H -2.0770 -0.4195 -0.4570
H -2.0901 1.2585 -1.2166
H -1.1791 -0.1957 -1.8792
*
```

## Properties
SMILES string: CC(=O)C(C)=S
Kohn-Sham gap, eV: 7.71
HOMO, eV: -9.1

---

Most stable: arrangement R. Least stable: arrangement Q.